127
Properties=species:S:1:pos:R:3 method="wB97M-V/def2-TZVPD" spin_multiplicity=1 total_charge=+4 energy_ha=-4061.33548 gap_ev=4.102
W -0.304 0.554 0.039
O -1.223 2.464 -3.354
S 0.125 0.173 -2.441
C 1.655 0.905 -2.950
C 1.751 1.302 -4.277
C 2.936 1.885 -4.712
C 3.988 2.074 -3.824
C 3.866 1.696 -2.493
C 2.678 1.129 -2.035
P 2.424 0.618 -0.327
C 3.896 -0.362 0.038
C 4.433 -0.426 1.326
C 5.603 -1.138 1.541
C 6.234 -1.792 0.488
C 5.688 -1.747 -0.789
C 4.512 -1.046 -1.013
C 2.670 1.943 0.873
C 1.869 1.811 1.994
C 2.087 2.540 3.151
C 3.150 3.433 3.179
C 3.954 3.601 2.055
C 3.732 2.843 0.915
C 0.321 -1.595 -2.667
C 1.094 -2.074 -3.709
C 1.038 -3.431 -4.009
C 0.198 -4.271 -3.296
C -0.569 -3.771 -2.252
C -0.510 -2.422 -1.916
P -1.486 -1.736 -0.552
C -3.097 -1.313 -1.296
C -3.281 -1.378 -2.673
C -4.537 -1.123 -3.220
C -5.601 -0.799 -2.394
C -5.417 -0.733 -1.013
C -4.175 -0.996 -0.465
C -1.967 -3.121 0.540
C -1.424 -3.431 1.782
C -1.892 -4.506 2.521
C -2.905 -5.308 2.015
C -3.445 -5.025 0.769
C -2.995 -3.935 0.042
H 0.919 1.169 -4.956
H 3.036 2.187 -5.745
H 4.910 2.521 -4.168
H 4.702 1.839 -1.823
H 3.981 0.096 2.160
H 6.034 -1.165 2.533
H 7.153 -2.333 0.662
H 6.174 -2.254 -1.609
H 4.088 -1.038 -2.009
H -0.017 1.467 2.589
H 1.449 2.424 4.017
H 3.343 4.006 4.075
H 4.765 4.314 2.076
H 4.390 2.955 0.066
H 1.725 -1.418 -4.294
H 1.647 -3.822 -4.812
H 0.149 -5.323 -3.539
H -1.195 -4.445 -1.685
H -2.467 -1.657 -3.329
H -4.682 -1.200 -4.288
H -6.580 -0.619 -2.816
H -6.255 -0.510 -0.367
H -4.059 -1.001 0.614
H -0.589 -2.880 2.166
H -1.452 -4.732 3.482
H -3.271 -6.150 2.586
H -4.231 -5.646 0.363
H -3.460 -3.725 -0.912
C -3.889 2.979 -0.968
O -3.693 2.429 0.378
C -2.705 1.597 0.243
N -2.236 1.321 -0.930
C -3.191 1.966 -1.902
C -2.644 2.562 -3.192
C -3.294 3.786 -3.698
C -3.171 4.145 -4.984
C -2.560 3.276 -5.974
C -2.117 2.058 -5.638
C -2.053 1.661 -4.230
C -1.952 0.936 1.272
C -2.379 0.751 2.545
C -1.689 -0.094 3.470
C -0.534 -0.703 3.143
C 0.325 -0.382 1.979
N 0.620 1.035 1.916
C 1.367 -1.446 1.789
N 1.503 -2.092 0.708
C 2.563 -3.110 0.986
C 2.699 -3.056 2.521
O 2.021 -1.807 2.891
C 2.364 -4.505 0.462
C 3.514 -5.256 0.212
C 3.417 -6.578 -0.190
C 2.167 -7.163 -0.354
C 1.021 -6.419 -0.108
C 1.119 -5.096 0.302
H -3.426 3.966 -0.972
H -4.960 3.057 -1.129
H -3.902 1.177 -2.168
H -3.908 4.385 -3.041
H -3.637 5.058 -5.325
H -2.582 3.583 -7.010
H -1.838 1.337 -6.393
H -1.999 0.601 -4.005
H -3.328 1.184 2.853
H -2.162 -0.329 4.413
H -0.138 -1.460 3.806
H 3.473 -2.727 0.528
H 3.727 -2.987 2.869
H 2.182 -3.871 3.026
H 4.492 -4.807 0.339
H 4.313 -7.154 -0.371
H 2.089 -8.196 -0.662
H 0.047 -6.880 -0.215
H 0.222 -4.532 0.520
C 0.081 5.582 -0.379
C -0.347 4.981 0.800
C -0.391 3.610 0.873
N -0.038 2.795 -0.151
C 0.364 3.393 -1.288
C 0.437 4.765 -1.435
H 0.124 6.658 -0.468
H -0.650 5.568 1.655
H -0.751 3.141 1.778
H 0.629 2.768 -2.120
H 0.760 5.171 -2.382